[1]
Density functional theory data (ωB97M-V with the def2-TZVPD basis set) for a cluster of 2 separate species, C8H14 in total.

Summary:
largest force on an atom: 3.38 eV/A
LUMO level: 0.964 eV
energy relative to the best compared isomer or geometry (same formula, charge and spin): 3.909 eV
SMILES string: C#CC(C)(C)C.C=C
2S+1: 1

The geometry in XYZ format:
```
22
Properties=species:S:1:pos:R:3:forces:R:3:nbo_charge:R:1
C -1.013 0.132 -0.131 1.232 1.421 -0.532 -0.093
C -0.529 -0.861 0.881 2.629 -0.609 0.398 -0.638
C -2.141 0.998 0.435 -0.044 0.016 -0.166 -0.589
C -1.443 -0.562 -1.427 -0.038 0.067 0.021 -0.590
C 0.134 1.130 -0.549 -2.672 0.024 -0.725 -0.038
C 0.501 2.080 -1.205 0.114 -0.852 0.604 -0.238
H -1.726 0.171 -2.181 0.023 0.007 -0.008 0.216
H -0.562 -0.490 1.903 -0.445 0.138 0.156 0.210
H -1.030 -1.825 0.820 -0.061 0.027 0.001 0.215
H 0.622 -0.991 0.755 -2.562 -0.521 -0.044 0.254
H -2.982 0.367 0.725 -0.011 -0.051 0.004 0.208
H -2.482 1.720 -0.308 -0.035 -0.003 0.004 0.213
H -1.803 1.544 1.314 0.018 -0.002 0.022 0.214
H -0.635 -1.175 -1.822 0.039 -0.024 -0.025 0.216
H -2.302 -1.207 -1.236 -0.024 -0.048 0.081 0.207
H 0.952 2.844 -1.770 0.273 0.435 -0.181 0.235
C 2.356 -0.199 0.910 -0.356 2.332 -1.567 -0.416
C 3.124 -1.134 0.383 0.014 -0.355 0.002 -0.399
H 3.116 -1.354 -0.675 -0.021 0.047 -0.144 0.191
H 2.409 0.052 1.959 -0.170 -0.136 0.214 0.196
H 1.696 0.546 0.229 2.018 -1.999 1.832 0.233
H 3.738 -1.786 0.992 0.080 0.085 0.054 0.192
```
Forces are in eV/Å.

=====

[2]
Density functional theory data (ωB97M-V with the def2-TZVPD basis set) for an isolated molecule of C8H14.

Summary:
largest force on an atom: 1.92 eV/A
LUMO level: 0.987 eV
energy relative to the best compared isomer or geometry (same formula, charge and spin): 2.590 eV
SMILES string: C=CCC(=C)CCC
2S+1: 1

The geometry in XYZ format:
```
22
Properties=species:S:1:pos:R:3:forces:R:3:nbo_charge:R:1
C -0.515 -0.497 -3.175 -0.774 -1.317 -0.304 -0.613
C -0.219 0.651 -2.208 0.275 -0.912 0.219 -0.404
C -0.474 0.303 -0.730 -0.095 0.215 -0.479 -0.449
C 0.650 -0.281 0.073 -0.413 -0.973 0.628 0.068
C 1.703 -0.912 -0.442 -0.082 -0.649 -0.380 -0.433
C 0.363 -0.502 1.597 -0.082 -1.040 -0.849 -0.491
C -0.634 0.408 2.200 -1.082 0.586 0.693 -0.164
C -0.726 1.004 3.406 1.398 -1.319 -0.093 -0.403
H -0.778 -0.171 -4.185 0.086 0.326 0.136 0.210
H -1.402 -1.061 -2.821 0.194 0.356 -0.123 0.196
H 0.216 -1.302 -3.346 0.295 0.567 0.495 0.207
H -0.945 1.421 -2.485 0.622 0.393 0.063 0.211
H 0.841 0.920 -2.285 -0.403 0.650 -0.311 0.213
H -1.315 -0.400 -0.721 0.053 -0.218 0.249 0.211
H -0.877 1.158 -0.203 0.109 0.463 -0.025 0.218
H 2.307 -1.632 0.105 0.112 0.587 0.569 0.197
H 1.910 -1.027 -1.499 -0.285 0.542 -0.183 0.196
H -0.056 -1.523 1.623 0.186 0.069 0.107 0.225
H 1.332 -0.521 2.065 0.175 0.043 0.608 0.226
H -1.537 0.460 1.612 0.079 1.121 -0.824 0.187
H -0.236 0.506 4.250 0.792 0.901 -0.228 0.186
H -1.189 1.957 3.597 -1.160 -0.389 0.031 0.207
```
Forces are in eV/Å.

=====

[3]
Density functional theory data (ωB97M-V with the def2-TZVPD basis set) for an isolated molecule of C8H14.

Summary:
largest force on an atom: 1.90 eV/A
LUMO level: 1.210 eV
energy relative to the best compared isomer or geometry (same formula, charge and spin): 1.485 eV
SMILES string: C/C=C/C=C/CCC
2S+1: 1

The geometry in XYZ format:
```
22
Properties=species:S:1:pos:R:3:forces:R:3:nbo_charge:R:1
C -0.635 -3.013 -1.927 -0.528 -0.438 0.494 -0.607
C -1.077 -2.485 -0.563 -0.487 0.241 -0.386 -0.384
C -1.780 -1.118 -0.658 -0.363 0.111 0.877 -0.438
C -0.414 0.608 0.552 -0.296 0.848 -0.184 -0.227
C -0.845 0.054 -0.581 0.236 -0.777 -0.096 -0.162
C 2.596 2.867 1.480 -0.100 1.844 0.450 -0.650
C 1.496 1.870 1.415 0.802 -0.452 1.390 -0.154
C 0.485 1.759 0.566 1.207 0.632 -0.198 -0.235
H -1.481 -2.972 -2.612 0.002 0.095 -0.183 0.198
H -0.387 -4.073 -1.828 0.354 0.159 -0.180 0.209
H 0.188 -2.445 -2.343 0.205 -0.005 -0.102 0.205
H -1.805 -3.173 -0.120 0.212 -0.143 -0.039 0.199
H -0.224 -2.407 0.104 0.054 -0.042 0.212 0.203
H -2.482 -1.005 0.177 0.150 -0.179 0.119 0.207
H -2.444 -1.106 -1.528 0.350 0.166 -0.203 0.206
H -0.700 0.352 1.570 -0.494 -0.577 -0.308 0.206
H -0.333 0.300 -1.511 -0.216 0.511 0.049 0.194
H 3.587 2.418 1.504 0.006 -0.179 -0.572 0.221
H 2.625 3.480 2.403 -0.480 -0.653 0.149 0.217
H 2.504 3.688 0.764 0.264 -0.471 -0.601 0.210
H 1.667 1.145 2.221 -0.549 -0.293 -0.366 0.180
H 0.430 2.576 -0.153 -0.330 -0.395 -0.323 0.202
```
Forces are in eV/Å.

=====

[4]
Density functional theory data (ωB97M-V with the def2-TZVPD basis set) for an isolated molecule of C8H14.

Summary:
largest force on an atom: 5.36 eV/A
LUMO level: 1.042 eV
energy relative to the best compared isomer or geometry (same formula, charge and spin): 3.117 eV
SMILES string: C=C/C=C(\C)CCC
2S+1: 1

The geometry in XYZ format:
```
22
Properties=species:S:1:pos:R:3:forces:R:3:nbo_charge:R:1
C -2.782 1.965 -1.372 -3.978 -2.687 1.631 -0.416
C -2.825 0.701 -0.833 1.691 0.707 -0.102 -0.209
C -1.594 -0.171 -0.712 0.416 0.180 0.016 -0.249
C 2.097 -0.483 0.433 -2.666 -1.639 4.347 -0.356
C -0.556 -0.102 0.182 -0.822 0.161 -1.796 0.012
C 3.079 -1.558 0.094 -0.631 1.283 -1.770 -0.609
C 0.666 -0.973 0.029 0.344 0.376 0.028 -0.436
C -0.627 0.918 1.230 2.389 2.299 3.473 -0.666
H -3.874 2.353 -1.417 2.328 0.223 -0.355 0.208
H -1.898 2.478 -1.694 0.131 0.141 -0.048 0.217
H -3.714 0.100 -0.515 0.238 1.296 -0.540 0.212
H -1.685 -0.895 -1.553 0.875 0.059 0.798 0.207
H 2.306 0.466 0.146 0.719 2.716 -1.888 0.198
H 2.984 -1.728 -1.044 0.696 -0.134 1.808 0.201
H 2.769 -2.397 0.683 0.408 -0.878 -0.003 0.208
H 3.993 -1.097 0.424 1.041 -0.773 -0.306 0.215
H 2.188 -0.264 1.636 -0.584 -0.933 -2.455 0.171
H 0.705 -1.224 -1.023 0.192 -0.142 -0.407 0.208
H 0.486 -1.920 0.515 0.013 -0.400 0.456 0.209
H -1.568 1.449 1.125 -0.053 0.031 0.659 0.234
H 0.205 1.774 1.317 -1.386 -1.628 -1.353 0.219
H -0.356 0.609 2.350 -1.362 -0.259 -2.194 0.223
```
Forces are in eV/Å.

=====

[5]
Density functional theory data (ωB97M-V with the def2-TZVPD basis set) for a cluster of 2 separate species, C8H14B2Cl5O4 in total.

Summary:
charge: -1
largest force on an atom: 0.72 eV/A
LUMO level: 2.466 eV
2S+1: 1

The geometry in XYZ format:
```
33
Properties=species:S:1:pos:R:3:forces:R:3:nbo_charge:R:1
C 2.043 3.604 0.577 -0.070 0.226 -0.222 -0.724
C 1.402 3.122 -0.696 0.032 0.117 -0.598 0.823
O 2.017 2.917 -1.717 -0.109 -0.125 0.346 -0.601
O 0.069 2.974 -0.591 0.176 -0.219 0.579 -0.561
C -0.426 1.605 -0.807 -0.131 -0.107 -0.482 -0.060
C 0.248 0.553 0.037 0.294 -0.018 0.104 -0.634
B -0.587 -0.878 0.070 0.315 0.077 -0.419 -0.417
B 0.125 -1.994 1.176 -0.080 0.197 -0.061 1.050
O 0.154 -1.840 2.574 0.468 -0.511 -0.011 -0.958
O 0.728 -3.182 0.727 0.222 -0.040 0.684 -0.963
C -2.183 -0.698 0.315 -0.002 0.273 0.557 -0.096
Cl -3.219 -1.548 -0.851 -0.072 -0.065 -0.023 -0.089
C -2.863 -0.025 1.255 -0.042 -0.321 -0.465 -0.114
C -4.338 0.141 1.454 0.074 0.357 0.061 -0.647
Cl -1.951 0.836 2.485 0.105 0.061 0.108 -0.066
H 2.981 4.105 0.347 0.028 -0.063 0.098 0.216
H 1.359 4.267 1.103 0.047 -0.035 0.080 0.228
H 2.223 2.723 1.196 -0.001 0.033 0.045 0.242
H -1.492 1.675 -0.599 0.047 0.124 0.081 0.192
H -0.295 1.368 -1.866 -0.077 0.003 0.009 0.180
H 0.470 0.951 1.035 -0.227 0.077 0.012 0.189
H 1.220 0.329 -0.423 0.031 0.014 0.076 0.200
H -0.453 -1.384 -1.039 -0.110 0.090 -0.002 -0.020
H 0.601 -1.030 2.832 -0.578 0.267 -0.041 0.489
H 1.481 -2.961 0.171 -0.406 -0.143 -0.391 0.486
H -4.893 -0.159 0.570 -0.005 -0.169 0.060 0.229
H -4.684 -0.409 2.334 -0.015 -0.115 -0.099 0.210
H -4.558 1.195 1.648 0.003 -0.022 -0.020 0.208
C 2.976 -3.168 -2.734 -0.140 0.036 -0.003 -0.286
Cl 3.860 -4.580 -3.337 0.033 -0.007 -0.015 -0.008
Cl 1.246 -3.440 -2.742 0.049 -0.006 0.003 0.067
Cl 3.542 -2.731 -1.115 0.110 0.006 -0.047 0.010
H 3.195 -2.337 -3.390 0.031 0.008 -0.001 0.227
```
Forces are in eV/Å.

=====

[6]
Density functional theory data (ωB97M-V with the def2-TZVPD basis set) for a cluster of 2 separate species, C8H14BClF4N4O in total.

Summary:
largest force on an atom: 6.05 eV/A
LUMO level: -2.424 eV
energy relative to the best compared isomer or geometry (same formula, charge and spin): 2.707 eV
2S+1: 1

The geometry in XYZ format:
```
33
Properties=species:S:1:pos:R:3:forces:R:3:nbo_charge:R:1
N -3.459 0.406 -0.161 2.166 -2.449 -1.411 -0.630
C -2.627 -0.405 -0.808 -1.595 0.870 0.868 0.130
C -1.167 0.045 -1.273 -0.266 -0.209 0.130 -0.495
C -0.030 -0.074 -0.142 0.382 -0.170 0.567 -0.239
C 1.134 -1.125 -0.531 -1.218 0.498 -1.512 -0.252
N 2.247 -1.186 0.468 -2.442 0.761 2.624 -0.620
C 1.818 -0.977 1.841 0.975 0.534 -0.060 0.752
N 2.719 -1.302 2.797 -0.548 0.123 -0.792 -0.720
N 0.554 -0.411 2.308 1.746 -0.299 -1.534 -0.463
C 0.696 0.953 2.904 0.544 0.749 1.261 -0.317
C 1.821 1.886 2.245 -2.347 4.233 -3.626 0.491
O 1.453 2.797 1.452 1.834 -4.285 3.720 -0.456
Cl 3.620 1.796 2.573 -1.523 -0.391 0.117 -0.053
C -0.552 -0.511 1.303 -0.729 -0.802 -1.436 -0.253
H -4.338 -0.122 0.025 0.732 0.514 -0.264 0.340
H -3.032 -1.462 -1.054 1.137 1.565 0.103 0.173
H -1.226 1.158 -1.571 0.028 -2.022 0.141 0.299
H -0.819 -0.616 -2.155 -0.933 1.383 1.119 0.273
H 0.483 0.946 -0.068 -0.725 -1.323 0.046 0.225
H 1.545 -0.797 -1.556 -0.405 -0.616 1.691 0.256
H 0.712 -2.179 -0.658 0.507 1.436 0.198 0.218
H 3.058 -0.606 0.212 -0.258 -0.574 0.564 0.439
H 2.649 -0.957 3.770 -0.261 -0.489 -1.063 0.437
H 3.523 -1.914 2.576 -0.722 0.949 -0.046 0.444
H 0.910 0.896 4.027 -0.241 -0.038 -1.474 0.231
H -0.306 1.516 2.773 1.826 -0.969 0.031 0.293
H -0.840 -1.633 1.239 0.373 1.792 0.195 0.218
H -1.508 0.040 1.644 1.830 -0.685 -0.426 0.272
B -1.809 0.767 -4.838 -0.283 0.308 -0.610 1.363
F -1.270 0.914 -6.157 -0.332 -0.173 1.109 -0.580
F -3.188 1.158 -4.838 1.070 -0.352 0.154 -0.581
F -1.699 -0.607 -4.423 0.044 0.736 0.011 -0.597
F -1.073 1.604 -3.924 -0.368 -0.605 -0.397 -0.598
```
Forces are in eV/Å.